(1)
{"formula": "C2H2Br2I2", "method": "the ωB97M-V functional and the def2-TZVPD basis", "symbols": ["I", "I", "Br", "Br", "C", "C", "H", "H"], "xyz": [[2.05, -0.46, -1.18], [0.26, -1.19, 2.33], [0.81, 1.94, 1.00], [-0.92, 0.75, -2.09], [-0.03, -0.23, -0.59], [-0.19, 0.29, 0.75], [-0.75, -1.71, -0.96], [-1.23, 0.60, 0.74]], "e_above_lowest_ev": 2.4171, "total_energy_ev": -158389.5711, "homo_ev": -9.5, "orbital_gap_ev": 8.711, "multiplicity": 1}

=====

(2)
{"formula": "C37H57N2O17", "method": "the ωB97M-V functional and the def2-TZVPD basis", "symbols": ["O", "O", "O", "O", "O", "O", "O", "O", "O", "O", "O", "O", "O", "O", "O", "O", "O", "N", "N", "C", "C", "C", "C", "C", "C", "C", "C", "C", "C", "C", "C", "C", "C", "C", "C", "C", "C", "C", "C", "C", "C", "C", "C", "C", "C", "C", "C", "C", "C", "C", "C", "C", "C", "C", "C", "C", "H", "H", "H", "H", "H", "H", "H", "H", "H", "H", "H", "H", "H", "H", "H", "H", "H", "H", "H", "H", "H", "H", "H", "H", "H", "H", "H", "H", "H", "H", "H", "H", "H", "H", "H", "H", "H", "H", "H", "H", "H", "H", "H", "H", "H", "H", "H", "H", "H", "H", "H", "H", "H", "H", "H", "H", "H"], "xyz": [[-0.30, -1.85, 4.69], [3.29, -7.03, -3.85], [-4.90, -1.35, -0.38], [5.00, 1.18, -1.95], [-3.65, -2.49, 1.08], [1.23, -6.24, -3.43], [-0.41, 5.18, -0.98], [0.83, -1.67, 2.77], [0.27, 0.21, -0.93], [-5.59, 1.71, 2.30], [-0.52, -2.61, -0.91], [0.81, 5.73, -2.77], [7.06, 0.52, -1.43], [-3.55, 1.07, 2.92], [1.13, 1.50, 0.67], [-4.23, 7.50, 4.50], [-3.43, 5.52, 3.87], [2.48, -2.69, -0.77], [-1.80, -5.24, -0.78], [1.74, 1.88, -1.66], [-3.61, 4.60, 2.76], [5.70, 0.46, -1.30], [3.56, -3.37, -1.15], [-5.14, 6.38, 2.53], [-4.76, -0.17, -1.19], [0.23, -3.81, -0.87], [6.65, -0.85, 0.43], [0.94, 1.38, -2.86], [5.33, -0.61, -0.31], [1.56, -7.19, -5.56], [-4.01, -0.04, 4.95], [1.91, 7.65, -1.97], [0.45, 5.84, -1.47], [4.58, -3.96, -1.49], [1.94, 6.57, -3.05], [-2.96, 0.12, 3.85], [1.31, 6.88, -0.79], [1.51, -3.54, -0.07], [-5.01, 4.89, 2.24], [0.28, -6.36, -5.59], [1.53, -0.25, 4.48], [-0.53, -4.88, -0.14], [-4.25, 6.57, 3.74], [1.04, 1.23, -0.49], [-0.04, -6.22, -4.10], [-2.83, -0.37, 0.16], [7.67, -0.50, -0.64], [0.43, 0.03, -2.36], [1.98, -0.95, 2.26], [-3.73, 0.69, -0.48], [-3.78, -1.53, 0.38], [2.17, -6.82, -4.22], [-5.31, 0.15, 4.17], [2.08, 0.28, 3.15], [-4.89, 1.07, 3.04], [0.57, -1.33, 4.04], [-3.48, 3.59, 3.13], [5.01, -1.51, -0.85], [2.07, 6.37, -0.20], [-2.49, -4.54, -0.55], [-4.22, 1.28, 0.29], [2.30, -0.71, 5.10], [1.35, -8.26, -5.55], [2.25, -6.96, -6.36], [2.85, -1.60, 2.33], [8.61, -0.12, -0.24], [0.53, -4.17, -1.85], [-2.84, 4.80, 2.02], [-2.03, -0.69, -0.52], [-3.21, 1.37, -1.15], [-3.93, -1.00, 5.46], [6.76, -1.87, 0.81], [7.89, -1.35, -1.29], [-0.53, -6.80, -6.16], [-2.40, -0.05, 1.10], [1.24, 8.45, -2.27], [3.09, 0.68, 3.21], [6.74, -0.16, 1.27], [-6.11, 0.61, 4.75], [2.89, 8.08, -1.77], [1.96, -4.51, 0.16], [2.77, 1.52, -1.68], [-0.53, -0.25, -2.77], [1.81, -0.71, 1.22], [-5.74, 0.30, -1.27], [-4.75, 7.00, 1.72], [-2.02, 0.54, 4.21], [1.43, 1.06, 2.77], [-5.75, 4.33, 2.82], [4.53, -0.28, 0.35], [1.01, 0.51, 5.07], [0.71, 7.50, -0.13], [1.83, 6.97, -4.06], [-6.16, 6.69, 2.76], [1.19, -3.09, 0.87], [1.52, 1.30, -3.78], [-0.63, -7.07, -3.74], [1.14, -0.79, -2.52], [-3.90, 0.75, 5.69], [-0.67, -4.54, 0.89], [-5.67, -0.78, 3.73], [2.84, 5.96, -3.00], [0.10, 2.05, -3.04], [0.11, -5.76, -0.10], [-2.12, -6.12, -0.40], [1.72, 2.96, -1.57], [-4.44, -0.48, -2.19], [-0.57, -5.31, -3.85], [0.02, -1.89, -0.57], [-2.76, -0.81, 3.32], [-5.14, 4.62, 1.19], [5.35, -4.62, -1.81], [0.49, -5.37, -6.01]], "charge": -1, "total_energy_ev": -77082.7804, "homo_ev": -2.8, "orbital_gap_ev": 4.842, "multiplicity": 1}

=====

(3)
{"formula": "C2H4N2O3S", "method": "the ωB97M-V functional and the def2-TZVPD basis", "symbols": ["S", "O", "O", "O", "N", "N", "C", "C", "H", "H", "H", "H"], "xyz": [[-1.84, 0.03, 0.00], [-2.83, -0.09, 1.00], [-2.29, 0.09, -1.38], [-0.92, 1.40, 0.26], [1.73, -1.03, 0.09], [-0.61, -1.10, 0.09], [0.57, -0.43, 0.12], [0.44, 1.08, 0.01], [0.53, 1.20, -1.12], [1.08, 1.50, 0.83], [2.66, -0.59, 0.09], [1.49, -2.05, 0.02]], "e_above_lowest_ev": 1.3165, "total_energy_ev": -22095.5238, "homo_ev": -10.2, "orbital_gap_ev": 10.328, "smiles": "NC1=NS(=O)(=O)OC1", "multiplicity": 1}

=====

(4)
{"formula": "C6H12FN2O2S", "method": "the ωB97M-V functional and the def2-TZVPD basis", "symbols": ["S", "F", "O", "O", "N", "N", "C", "C", "C", "C", "C", "C", "H", "H", "H", "H", "H", "H", "H", "H", "H", "H", "H", "H"], "xyz": [[-2.03, -1.61, 0.47], [-3.49, -1.64, -0.04], [-1.35, -2.82, 0.15], [-2.04, -1.15, 1.81], [-0.77, 1.71, 0.70], [0.12, -0.57, -0.78], [0.65, 1.46, 0.40], [3.18, -0.51, -0.38], [2.24, -0.48, 0.62], [-1.34, -0.36, -0.62], [0.82, -0.05, 0.46], [-1.69, 1.09, -0.27], [0.87, 1.85, -0.61], [-1.76, 1.65, -1.21], [1.24, 1.96, 1.16], [-1.79, -0.56, -1.60], [-2.68, 1.09, 0.18], [2.53, -0.80, 1.61], [4.10, 0.06, -0.31], [3.06, -1.15, -1.25], [0.38, -1.53, -1.02], [0.42, 0.05, -1.54], [-0.95, 2.70, 0.71], [0.27, -0.38, 1.35]], "charge": 1, "e_above_lowest_ev": 2.8931, "total_energy_ev": -27034.3989, "homo_ev": -12.8, "orbital_gap_ev": 8.823, "smiles": "C=C[C@H]1CNC[C@H](S(=O)(=O)F)[NH2+]1", "multiplicity": 1}

=====

(5)
{"formula": "CH3Br3P", "method": "the ωB97M-V functional and the def2-TZVPD basis", "symbols": ["Br", "Br", "Br", "P", "C", "H", "H", "H"], "xyz": [[3.68, -0.33, 2.19], [3.98, -1.44, -1.28], [4.04, 1.88, -0.27], [2.92, 0.04, 0.13], [-0.04, -0.39, 0.15], [-0.41, 0.69, 0.13], [0.61, -0.76, 0.86], [-0.26, -0.95, -0.81]], "charge": 1, "e_above_lowest_ev": 3.3058, "total_energy_ev": -220492.5800, "homo_ev": [-14.5, -14.4], "orbital_gap_ev": [6.841, 6.007], "multiplicity": 1}

=====

(6)
{"formula": "C23H10Br4O8SW", "method": "the ωB97M-V functional and the def2-TZVPD basis", "symbols": ["W", "Br", "Br", "Br", "Br", "S", "O", "O", "O", "O", "O", "O", "O", "O", "C", "C", "C", "C", "C", "C", "C", "C", "C", "C", "C", "C", "C", "C", "C", "C", "C", "C", "C", "C", "C", "C", "C", "H", "H", "H", "H", "H", "H", "H", "H", "H", "H"], "xyz": [[0.46, -0.92, 0.28], [5.36, -1.11, 0.58], [6.67, -0.53, -2.45], [4.66, -0.27, -5.05], [1.36, -0.62, -4.61], [-0.56, 1.43, -1.17], [0.44, -0.57, 2.20], [0.16, -5.26, 2.01], [1.57, -4.66, 4.58], [-0.48, -2.53, 0.71], [0.79, -1.19, -1.60], [0.57, 1.02, -0.12], [2.26, -1.30, 0.32], [1.79, -1.67, 4.76], [-1.36, 4.65, 1.09], [-1.71, 0.16, -0.60], [-3.58, -1.67, 0.25], [2.59, -0.76, -3.21], [4.32, -0.96, -0.95], [-2.35, 4.95, -1.10], [-1.85, 3.73, -1.50], [-2.18, 0.23, 0.73], [0.59, -1.82, 2.66], [4.83, -0.72, -2.24], [-1.14, 2.97, -0.57], [3.97, -0.62, -3.35], [2.95, -1.10, -0.85], [0.42, -4.20, 2.47], [-2.18, -0.81, -1.50], [2.09, -1.02, -1.94], [-3.11, -0.70, 1.15], [1.27, -2.32, 3.90], [-0.87, 3.41, 0.72], [1.15, -3.87, 3.80], [-2.11, 5.41, 0.19], [-3.11, -1.73, -1.06], [0.12, -2.85, 1.89], [-1.84, 1.02, 1.39], [-2.49, 6.37, 0.50], [-4.32, -2.38, 0.58], [-1.80, -0.84, -2.52], [-3.50, -0.67, 2.16], [-2.91, 5.56, -1.79], [-0.26, 2.83, 1.40], [-1.16, 5.03, 2.08], [-3.48, -2.49, -1.73], [-2.00, 3.38, -2.52]], "charge": 2, "e_above_lowest_ev": 0.1720, "total_energy_ev": -333205.1412, "homo_ev": [-14.5, -14.5], "orbital_gap_ev": [5.104, 5.103], "multiplicity": 1}

=====

(7)
{"formula": "CH2Br2S", "method": "the ωB97M-V functional and the def2-TZVPD basis", "symbols": ["Br", "Br", "S", "C", "H", "H"], "xyz": [[-0.53, 2.33, 0.28], [-1.28, -1.40, 0.67], [0.92, 0.87, 0.90], [0.13, -0.53, -0.28], [-0.34, -0.20, -1.20], [1.10, -1.08, -0.36]], "e_above_lowest_ev": 0.1082, "total_energy_ev": -151988.8875, "homo_ev": -9.2, "orbital_gap_ev": 8.892, "smiles": "BrCSBr", "multiplicity": 1}

=====

(8)
{"formula": "C30H75F2N6NiO14S2", "method": "the ωB97M-V functional and the def2-TZVPD basis", "symbols": ["Ni", "S", "S", "F", "F", "O", "O", "O", "O", "O", "O", "O", "O", "O", "O", "O", "O", "O", "O", "N", "N", "N", "N", "N", "N", "C", "C", "C", "C", "C", "C", "C", "C", "C", "C", "C", "C", "C", "C", "C", "C", "C", "C", "C", "C", "C", "C", "C", "C", "C", "C", "C", "C", "C", "C", "H", "H", "H", "H", "H", "H", "H", "H", "H", "H", "H", "H", "H", "H", "H", "H", "H", "H", "H", "H", "H", "H", "H", "H", "H", "H", "H", "H", "H", "H", "H", "H", "H", "H", "H", "H", "H", "H", "H", "H", "H", "H", "H", "H", "H", "H", "H", "H", "H", "H", "H", "H", "H", "H", "H", "H", "H", "H", "H", "H", "H", "H", "H", "H", "H", "H", "H", "H", "H", "H", "H", "H", "H", "H", "H"], "xyz": [[-3.90, 1.81, 0.27], [-1.37, -1.94, 0.94], [-0.17, -0.38, -0.36], [-0.45, 0.98, -1.14], [-2.62, -1.84, 1.88], [5.85, -0.16, -5.69], [-0.05, -1.23, -1.51], [1.10, -0.17, 0.37], [3.84, 5.40, 1.12], [-5.67, 2.01, -9.77], [7.06, 0.69, 4.20], [-0.30, -2.36, 1.87], [-5.53, 0.05, -0.03], [-1.88, -2.92, 0.00], [9.04, -0.41, -8.06], [-0.89, -3.97, 9.65], [-3.47, 1.74, 3.29], [-5.60, -4.41, 12.82], [-1.15, 1.81, -7.26], [-1.45, -0.25, 0.33], [-3.32, -3.49, 11.34], [6.15, -1.33, -9.25], [-3.11, 0.42, -8.62], [-6.23, 1.98, 1.82], [5.73, 2.45, 2.07], [7.12, -0.54, 4.92], [7.60, -1.50, -9.46], [5.83, -0.57, -4.40], [0.01, 1.96, -6.53], [3.84, 4.10, 1.51], [-5.20, 0.70, -9.92], [-7.04, 2.25, -9.47], [-4.74, 1.83, 3.92], [-6.00, 1.29, 3.11], [7.52, 0.84, 2.86], [7.13, 2.28, 2.50], [-2.64, 2.76, 3.76], [-2.63, -4.70, 11.23], [5.34, 3.85, 1.84], [-3.60, -3.17, 12.79], [-2.02, -4.91, 9.81], [-5.28, -0.70, -1.24], [8.61, -0.23, -9.33], [-3.71, 0.58, -9.97], [9.81, 0.63, -7.53], [-4.41, -4.24, 13.62], [-3.57, 1.31, -7.55], [-6.31, -5.57, 13.14], [-7.32, 1.34, 0.99], [-6.91, -0.08, 0.42], [5.77, -0.50, -8.06], [2.54, 5.93, 1.01], [-0.50, -3.64, 8.30], [5.98, -1.22, -6.65], [-2.35, 1.43, -6.54], [-2.14, 0.67, -8.65], [5.18, -1.44, -4.25], [-3.76, -5.06, 13.94], [-5.87, -1.61, -1.36], [-5.04, 2.85, 4.15], [6.85, -0.84, -4.14], [-7.30, 1.55, -8.68], [6.29, -0.58, 5.62], [-1.29, -3.02, 7.89], [8.61, 0.76, 2.79], [-2.14, 2.60, 4.71], [0.44, 0.99, -6.26], [0.63, 2.58, -7.18], [9.29, 1.59, -7.59], [6.12, 4.17, 1.15], [-6.99, -0.76, 1.28], [0.44, -3.08, 8.30], [-2.67, -3.09, 13.35], [-7.69, 2.05, 0.25], [-3.29, 1.57, -10.16], [-3.86, 2.27, -7.98], [-7.83, 2.14, -10.21], [7.11, -1.50, 4.41], [2.71, 6.94, 0.63], [-4.66, 1.35, 4.89], [-5.71, -0.09, -2.04], [-0.46, -4.46, 7.59], [-6.64, 2.85, 2.13], [-5.64, 0.39, -10.87], [-3.03, 3.78, 3.85], [-7.20, -5.63, 12.51], [-4.25, -1.00, -1.43], [-3.27, -5.52, 11.54], [6.15, 0.52, -8.12], [5.51, 0.15, -3.65], [8.01, -0.63, 5.54], [4.69, -0.45, -8.15], [7.74, 2.71, 1.71], [-2.54, 2.15, -5.73], [-5.78, 0.23, 3.01], [7.87, 0.55, -9.47], [9.34, -0.24, -10.13], [-0.25, 2.66, -5.74], [6.90, -1.81, -6.68], [-5.65, 0.03, -9.20], [-3.93, -2.13, 12.87], [-3.33, -0.24, -10.57], [10.68, 0.88, -8.14], [7.37, 2.73, 3.46], [3.32, 3.91, 2.45], [5.67, 4.26, 2.79], [-6.89, 1.32, 3.74], [3.50, 3.45, 0.70], [-7.61, -0.34, -0.38], [1.92, 5.41, 0.28], [-2.27, 0.58, -5.87], [-5.64, -6.36, 12.80], [-4.49, 0.92, -7.11], [-1.80, -5.94, 9.52], [-1.78, -4.67, 11.92], [5.75, -1.14, -10.15], [-4.71, -3.71, 14.52], [8.06, -2.39, -9.04], [7.17, 0.12, 2.12], [7.70, -1.65, -10.54], [5.20, 1.98, 2.79], [-7.20, 3.22, -8.99], [-6.49, -5.65, 14.21], [10.27, 0.24, -6.63], [-1.86, 2.85, 3.00], [5.18, -1.95, -6.55], [-4.21, -3.84, 11.00], [-8.17, 1.25, 1.66], [-2.82, -4.49, 9.20], [2.01, 6.06, 1.96]], "charge": 1, "e_above_lowest_ev": 2.7426, "total_energy_ev": -138054.8372, "homo_ev": [-9.2, -9.2], "orbital_gap_ev": [5.844, 1.880], "multiplicity": 3}